(1)
The following is a DFT calculation (wB97M-V/def2-TZVPD) of a 10-piece molecular cluster, C36H61F4NO18 overall in a non-equilibrium geometry.

Output
Strongest force on any atom ... 5.09 eV/Å
HOMO ... -7.896 eV
Calculated total energy ... -3216.68370 Ha
Structure (SMILES) ... CC1(C)CCCC(C)(C)N1O.O=C1OC[C@@H](F)O1.O=C1OC[C@@H](F)O1.O=C1OC[C@@H](F)O1.O=C1OC[C@@H](F)O1.CC(C)=O.CC(C)=O.CC(C)=O.CC(C)=O.CC(C)=O
E_LUMO ... 0.11 eV
Net charge ... 0

Element x y z (Å)
C1 5.34 1.69 0.02
C2 4.67 0.31 -0.09
C3 4.16 0.29 -1.61
C4 3.78 -1.07 -2.07
C5 4.98 -2.06 -1.86
C6 5.49 -2.19 -0.39
N1 5.62 -0.85 0.17
O1 6.19 -0.82 1.43
C7 4.62 -3.09 0.35
C8 6.86 -2.83 -0.59
C9 3.50 0.27 0.86
H1 5.83 1.71 1.00
H2 4.68 2.55 0.08
H3 6.23 1.86 -0.58
H4 3.44 1.08 -1.84
H5 4.89 0.66 -2.34
H6 3.46 -1.21 -3.10
H7 2.99 -1.59 -1.53
H8 5.78 -2.02 -2.60
H9 4.52 -3.00 -2.19
H10 3.63 -2.65 0.41
H11 4.30 -3.95 -0.23
H12 5.11 -3.28 1.31
H13 6.74 -3.81 -1.03
H14 7.45 -2.05 -1.08
H15 7.27 -2.91 0.42
H16 2.86 1.16 0.89
H17 3.65 -0.04 1.90
H18 2.87 -0.61 0.71
H19 6.93 -0.25 1.24
C10 -5.43 1.61 0.53
C11 -5.77 2.08 -0.91
O2 -5.12 1.53 -1.82
C12 -6.95 3.04 -1.09
H20 -4.70 2.22 1.05
H21 -5.30 0.53 0.60
H22 -6.31 1.83 1.14
H23 -7.20 3.52 -0.14
H24 -7.82 2.46 -1.37
H25 -6.59 3.86 -1.71
C13 2.51 3.50 -1.98
C14 2.56 3.00 -3.46
O3 3.47 3.28 -4.22
C15 1.30 2.32 -3.95
H26 2.35 4.58 -1.93
H27 3.43 3.51 -1.39
H28 1.79 2.97 -1.36
H29 1.06 1.41 -3.40
H30 1.33 2.14 -5.03
H31 0.41 2.96 -3.89
C16 -2.31 0.15 0.61
C17 -1.09 0.70 -0.04
O4 -1.19 1.76 -0.58
C18 0.15 -0.19 -0.30
H32 -2.59 0.80 1.44
H33 -2.09 -0.86 0.94
H34 -3.15 0.21 -0.08
H35 1.12 0.30 -0.45
H36 -0.04 -0.78 -1.20
H37 0.19 -0.88 0.55
C19 -3.58 -3.36 1.24
C20 -4.24 -2.57 2.29
O5 -3.73 -2.41 3.36
C21 -5.52 -1.95 1.90
H38 -2.56 -2.98 1.14
H39 -4.11 -3.08 0.34
H40 -3.75 -4.44 1.28
H41 -5.95 -1.29 2.65
H42 -6.23 -2.70 1.58
H43 -5.29 -1.29 1.06
C22 0.08 -4.26 0.15
C23 1.13 -5.28 -0.23
O6 1.96 -4.84 -0.98
C24 1.06 -6.65 0.43
H44 -0.08 -3.50 -0.62
H45 0.32 -3.95 1.16
H46 -0.85 -4.84 0.17
H47 0.30 -6.75 1.20
H48 2.01 -6.93 0.89
H49 0.92 -7.28 -0.45
C25 0.07 -2.07 5.25
C26 -0.45 -2.51 3.88
O7 0.71 -2.67 3.12
C27 1.83 -2.24 3.75
O8 3.00 -2.19 3.31
O9 1.51 -1.97 5.02
F1 -1.30 -1.64 3.44
H50 -0.10 -2.76 6.08
H51 -0.37 -1.16 5.66
H52 -1.05 -3.43 3.93
C28 -3.55 -0.83 -3.24
C29 -3.59 -0.62 -4.76
O10 -2.86 -1.74 -5.20
C30 -2.49 -2.49 -4.17
O11 -2.21 -3.68 -4.28
O12 -2.74 -1.88 -2.94
F2 -2.91 0.55 -5.04
H53 -4.57 -1.07 -2.92
H54 -3.04 -0.06 -2.66
H55 -4.54 -0.66 -5.28
C31 0.39 3.25 2.55
C32 0.40 4.11 3.80
O13 -1.01 4.26 4.12
C33 -1.69 3.24 3.52
O14 -2.89 3.01 3.82
O15 -0.80 2.53 2.80
F3 0.93 5.29 3.50
H56 1.36 2.82 2.31
H57 0.20 3.88 1.68
H58 0.89 3.62 4.65
C34 -2.00 5.20 -1.55
C35 -2.28 5.16 -0.02
O16 -3.67 5.31 0.01
C36 -4.10 5.94 -1.02
O17 -5.20 6.46 -1.08
O18 -3.07 5.99 -1.98
F4 -1.66 6.27 0.40
H59 -1.90 4.21 -2.00
H60 -1.12 5.78 -1.81
H61 -1.88 4.30 0.53

---

(2)
The following is a DFT calculation (wB97M-V/def2-TZVPD) of one molecule with the formula C3H2BrF3 in a non-equilibrium geometry.

Output
Strongest force on any atom ... 4.07 eV/Å
HOMO ... -9.564 eV
Calculated total energy ... -2989.06289 Ha
Structure (SMILES) ... FC/C(F)=C(/F)Br
E_LUMO ... 0.53 eV
Net charge ... 0

Element x y z (Å)
C1 -1.64 -0.06 0.57
C2 -2.62 -0.40 -0.36
C3 -0.64 1.08 0.26
F1 -1.69 -0.58 1.79
F2 -3.42 -1.41 -0.06
F3 0.47 0.55 -0.31
Br1 -2.78 0.31 -2.12
H1 -1.08 1.67 -0.45
H2 -0.45 1.56 1.14

---

(3)
The following is a DFT calculation (wB97M-V/def2-TZVPD) of a 3-piece molecular cluster, C4H16NO3 overall in a non-equilibrium geometry.

Output
Strongest force on any atom ... 1.06 eV/Å
HOMO ... -14.603 eV
Calculated total energy ... -442.24343 Ha
E_LUMO ... -2.89 eV
Net charge ... +1

Element x y z (Å)
C1 -0.13 1.23 -0.54
O1 -1.31 1.96 -0.19
C2 -0.31 -0.20 -0.05
C3 1.00 -0.96 0.10
C4 0.81 -2.48 0.28
N1 -0.99 -0.09 1.30
H1 0.14 1.33 -1.58
H2 0.71 1.72 -0.06
H3 -1.80 2.21 -0.99
H4 -0.93 -0.77 -0.73
H5 1.59 -0.76 -0.80
H6 1.62 -0.53 0.88
H7 1.13 -2.87 1.25
H8 -0.22 -2.77 0.06
H9 1.43 -3.04 -0.43
H10 -0.44 0.52 1.94
H11 -0.99 -1.03 1.69
H12 -1.94 0.27 1.22
H13 2.02 1.88 1.78
H14 1.53 1.36 3.17
O2 1.26 1.54 2.26
H15 -1.22 -1.45 -3.36
H16 -0.42 -0.30 -3.86
O3 -0.39 -0.97 -3.17

---

(4)
The following is a DFT calculation (wB97M-V/def2-TZVPD) of a 2-piece molecular cluster, C2H5ClO2 overall in a non-equilibrium geometry.

Output
Strongest force on any atom ... 2.94 eV/Å
HOMO ... -10.182 eV
Calculated total energy ... -689.78086 Ha
Structure (SMILES) ... CC=O.OCl
E_LUMO ... 0.26 eV
Net charge ... 0

Element x y z (Å)
C1 0.37 1.17 1.32
C2 -0.13 0.12 0.35
O1 -0.93 0.29 -0.51
O2 -0.58 -1.52 -2.51
Cl1 0.01 -2.83 -1.56
H1 -0.40 1.95 1.61
H2 0.91 0.82 2.24
H3 1.26 1.68 0.64
H4 0.31 -0.93 0.39
H5 -0.81 -0.75 -1.97

---

(5)
The following is a DFT calculation (wB97M-V/def2-TZVPD) of a 5-piece molecular cluster, C2H14N2O4 overall.

Output
Strongest force on any atom ... 0.73 eV/Å
HOMO ... -7.642 eV
Calculated total energy ... -495.06586 Ha
Structure (SMILES) ... N/C=C/N.O.O.O.O
E_LUMO ... 0.79 eV
Net charge ... 0

Element x y z (Å)
C1 1.57 0.88 0.19
C2 1.74 -0.36 -0.26
N1 0.88 -1.04 -1.17
N2 2.33 1.48 1.18
H1 0.80 1.50 -0.23
H2 2.57 -0.98 0.06
H3 0.28 -0.39 -1.67
H4 1.43 -1.44 -1.92
H5 2.18 2.47 1.29
H6 2.61 1.01 2.01
H7 0.21 -2.38 0.06
H8 0.57 -3.26 1.23
O1 -0.20 -2.86 0.81
H9 -1.57 2.00 -3.01
H10 -1.75 1.17 -1.68
O2 -1.25 1.25 -2.51
H11 -2.64 -1.32 1.11
H12 -1.20 -1.31 1.55
O3 -2.02 -0.80 1.65
H13 -2.10 0.69 0.69
H14 -2.10 2.25 0.52
O4 -2.32 1.43 0.07

---

(6)
The following is a DFT calculation (wB97M-V/def2-TZVPD) of C9H22Cl2O3P2Yb as an isolated structure in a non-equilibrium geometry.

Output
Strongest force on any atom ... 5.16 eV/Å
Spin multiplicity ... 2
HOMO (spin up / spin down) ... -12.524 / -12.520 eV
Expectation value of S² ... 0.7509
Calculated total energy ... -3343.38329 Ha
E_LUMO (spin up / spin down) ... -3.62 / -4.15 eV
Net charge ... +1

Element x y z (Å)
Yb1 0.01 -0.01 -0.36
H1 2.43 -0.42 -1.31
H2 2.18 -1.13 -1.30
P1 0.80 2.68 -0.19
P2 -1.05 -2.59 -0.11
C1 -1.12 -3.53 1.47
H3 -1.75 -4.44 1.47
H4 -0.10 -3.82 1.74
H5 -1.51 -2.86 2.25
C2 -2.84 -2.42 -0.55
H6 -2.91 -1.93 -1.54
H7 -3.41 -3.38 -0.60
H8 -3.34 -1.77 0.20
C3 -0.44 -3.75 -1.39
H9 0.61 -3.98 -1.16
H10 -0.94 -4.71 -1.56
H11 -0.47 -3.22 -2.35
C4 -0.75 3.65 -0.49
H12 -0.61 4.75 -0.55
H13 -1.19 3.31 -1.44
H14 -1.47 3.45 0.32
C5 1.55 3.51 1.26
H15 2.53 3.06 1.45
H16 1.69 4.60 1.22
H17 0.92 3.30 2.14
C6 1.82 3.16 -1.63
H18 1.35 2.75 -2.53
H19 2.01 4.22 -1.84
H20 2.80 2.69 -1.52
C7 1.05 -0.43 2.28
O1 1.75 -0.56 3.21
H21 -1.01 0.41 -2.00
Cl1 -4.10 1.99 1.47
C8 -3.28 0.98 2.69
Cl2 -4.34 -0.39 3.09
C9 -1.92 0.39 2.13
O2 -1.17 -0.12 2.99
O3 -1.68 0.46 0.85
H22 -3.06 1.59 3.57

---

(7)
The following is a DFT calculation (wB97M-V/def2-TZVPD) of C4H6Br2O as an isolated structure in a non-equilibrium geometry.

Output
Strongest force on any atom ... 4.30 eV/Å
HOMO ... -10.156 eV
Calculated total energy ... -5379.22171 Ha
E_LUMO ... 0.41 eV
Net charge ... 0

Element x y z (Å)
C1 0.16 0.42 1.73
C2 0.48 -0.79 0.82
C3 -0.59 -0.12 -0.04
C4 -0.45 0.20 -1.53
O1 -0.54 1.07 0.61
Br1 2.21 -1.10 0.01
Br2 -2.43 -1.05 0.09
H1 -0.54 0.19 2.44
H2 0.93 1.18 2.13
H3 0.14 -1.82 1.15
H4 -1.28 0.67 -2.04
H5 0.08 -0.58 -2.17
H6 0.39 0.97 -1.63

---

(8)
The following is a DFT calculation (wB97M-V/def2-TZVPD) of a 2-piece molecular cluster, C31H31N2O overall in a non-equilibrium geometry.

Output
Strongest force on any atom ... 2.03 eV/Å
HOMO ... -9.650 eV
Calculated total energy ... -1384.31188 Ha
E_LUMO ... -5.19 eV
Net charge ... +1

Element x y z (Å)
C1 1.33 -1.97 -0.48
C2 0.26 -2.81 -0.97
C3 0.56 -4.03 -1.63
C4 -0.46 -4.84 -2.12
C5 -1.80 -4.47 -1.93
C6 -2.11 -3.26 -1.29
C7 -1.10 -2.44 -0.81
C8 1.20 -0.62 -0.22
C9 2.23 0.17 0.39
C10 1.78 1.33 1.18
C11 2.53 2.52 1.13
C12 2.04 3.68 1.71
C13 0.87 3.64 2.50
C14 0.17 2.44 2.62
C15 0.60 1.30 1.95
H1 2.32 -2.45 -0.34
H2 1.61 -4.31 -1.76
H3 -0.22 -5.76 -2.63
H4 -2.60 -5.14 -2.26
H5 -3.15 -2.96 -1.16
H6 -1.32 -1.50 -0.29
H7 0.31 -0.08 -0.57
H8 3.13 -0.37 0.74
H9 3.47 2.53 0.57
H10 2.56 4.62 1.56
H11 0.53 4.54 3.01
H12 -0.73 2.40 3.25
H13 0.04 0.36 2.02
C16 3.13 2.97 -2.55
N1 4.22 2.37 -1.82
C17 4.29 0.95 -1.55
H14 3.38 0.67 -0.78
C18 4.15 0.08 -2.78
C19 3.18 -0.91 -2.87
C20 3.05 -1.74 -3.96
C21 3.95 -1.61 -5.05
O1 3.77 -2.50 -6.06
C22 4.56 -2.37 -7.26
C23 4.95 -0.60 -4.99
C24 5.05 0.22 -3.86
N2 5.62 0.84 -0.95
C25 6.31 -0.41 -0.70
C26 6.33 2.03 -1.09
C27 5.45 2.98 -1.64
C28 5.91 4.24 -2.04
C29 7.26 4.55 -1.85
C30 8.15 3.59 -1.32
C31 7.70 2.31 -0.97
H15 3.27 4.05 -2.58
H16 3.12 2.61 -3.59
H17 2.20 2.73 -2.03
H18 2.51 -1.03 -2.03
H19 2.27 -2.50 -3.97
H20 4.19 -3.14 -7.92
H21 4.43 -1.39 -7.73
H22 5.62 -2.53 -7.07
H23 5.66 -0.49 -5.82
H24 5.84 0.96 -3.81
H25 7.14 -0.17 -0.03
H26 5.62 -1.11 -0.21
H27 6.74 -0.83 -1.62
H28 5.19 4.93 -2.49
H29 7.63 5.54 -2.13
H30 9.20 3.85 -1.19
H31 8.38 1.55 -0.58

---

(9)
The following is a DFT calculation (wB97M-V/def2-TZVPD) of C25H38Cl3F7GeN2O7OsS2Si4Te as an isolated structure in a non-equilibrium geometry.

Output
Strongest force on any atom ... 4.64 eV/Å
Spin multiplicity ... 6
HOMO (spin up / spin down) ... -10.682 / -11.035 eV
Expectation value of S² ... 8.7882
Calculated total energy ... -8081.06288 Ha
E_LUMO (spin up / spin down) ... -4.17 / -5.73 eV
Net charge ... +1

Element x y z (Å)
Os1 2.79 -0.14 0.01
C1 0.07 -7.46 1.14
C2 -0.10 -6.99 -0.30
C3 -1.47 -7.31 -0.90
C4 -2.56 -6.58 -0.14
C5 -2.26 -5.10 -0.09
C6 -3.26 -4.18 0.10
C7 -2.97 -2.82 0.11
F1 -3.97 -1.95 0.34
C8 -1.71 -2.35 -0.12
C9 -0.67 -3.26 -0.31
C10 0.68 -2.78 -0.57
O1 0.87 -1.55 -0.82
C11 1.70 -3.75 -0.53
C12 1.37 -5.08 -0.44
N1 0.12 -5.53 -0.37
C13 -0.93 -4.64 -0.26
C14 3.17 -3.40 -0.55
O2 3.97 -4.27 -0.85
O3 3.49 -2.20 -0.22
H1 -0.16 -8.53 1.21
H2 -0.57 -6.91 1.82
H3 1.10 -7.31 1.46
H4 0.66 -7.46 -0.92
H5 -1.62 -8.39 -0.86
H6 -1.48 -7.00 -1.95
H7 -2.66 -6.97 0.87
H8 -3.53 -6.72 -0.64
H9 -4.28 -4.52 0.24
H10 -1.50 -1.29 -0.12
H11 2.17 -5.81 -0.45
F2 7.18 -0.45 -1.92
C15 6.78 -0.82 -0.72
F3 6.55 -2.11 -0.70
F4 7.70 -0.51 0.18
S1 5.26 0.15 -0.29
O4 4.76 -0.32 0.99
O5 4.33 0.10 -1.42
N2 5.86 1.60 -0.15
S2 4.82 2.73 0.17
O6 3.49 2.16 0.49
O7 4.80 3.83 -0.72
C16 5.32 3.35 1.84
F5 5.28 2.31 2.68
F6 6.53 3.88 1.86
F7 4.43 4.24 2.24
C17 -1.76 3.49 3.34
Si1 -2.77 2.55 2.07
C18 -4.23 3.59 1.46
C19 -3.27 0.78 2.44
Si2 -1.31 2.47 -0.09
Te1 0.73 1.17 -0.23
Si3 -2.43 2.13 -2.27
C20 -3.00 0.34 -2.28
C21 -1.27 2.45 -3.73
C22 -3.93 3.29 -2.26
Si4 -0.21 4.81 -0.47
C23 -1.63 6.04 -0.68
C24 0.87 4.78 -2.02
C25 0.78 5.03 1.11
H12 -2.09 3.25 4.36
H13 -1.87 4.57 3.21
H14 -0.71 3.23 3.27
H15 -4.86 3.88 2.30
H16 -4.84 3.04 0.75
H17 -3.89 4.50 0.96
H18 -3.86 0.73 3.36
H19 -2.39 0.15 2.58
H20 -3.87 0.36 1.63
H21 -2.14 -0.33 -2.35
H22 -3.66 0.13 -3.13
H23 -3.55 0.09 -1.37
H24 -0.25 2.18 -3.46
H25 -1.28 3.48 -4.07
H26 -1.56 1.82 -4.58
H27 -4.53 3.15 -1.36
H28 -4.57 3.07 -3.12
H29 -3.65 4.34 -2.31
H30 -2.14 5.90 -1.64
H31 -1.24 7.05 -0.66
H32 -2.38 5.95 0.11
H33 0.29 4.78 -2.93
H34 1.51 3.89 -2.01
H35 1.52 5.65 -2.04
H36 0.15 5.30 1.96
H37 1.53 5.81 0.99
H38 1.30 4.10 1.37
Cl1 1.49 1.68 3.02
Ge1 2.04 -0.27 2.17
Cl2 0.09 -1.26 2.47
Cl3 3.29 -1.06 3.68

---

(10)
The following is a DFT calculation (wB97M-V/def2-TZVPD) of C6H10 as an isolated structure in a non-equilibrium geometry.

Output
Strongest force on any atom ... 4.93 eV/Å
HOMO ... -9.035 eV
Calculated total energy ... -234.39371 Ha
E_LUMO ... 1.08 eV
Net charge ... 0

Element x y z (Å)
C1 0.71 -1.06 -0.58
C2 1.36 0.39 0.03
C3 0.12 1.38 0.21
C4 -1.21 0.92 -0.32
C5 -1.55 -0.33 -0.03
C6 -0.46 -1.16 0.59
H1 0.01 -0.95 -1.84
H2 1.60 -2.15 -0.76
H3 2.32 0.90 -0.84
H4 1.98 0.28 1.23
H5 0.32 2.39 -0.23
H6 -0.01 1.50 1.33
H7 -1.85 1.59 -0.88
H8 -2.51 -0.72 -0.39
H9 -0.81 -2.25 0.81
H10 -0.01 -0.75 1.64

---

(11)
The following is a DFT calculation (wB97M-V/def2-TZVPD) of a 2-piece molecular cluster, C9H14 overall in a non-equilibrium geometry.

Output
Strongest force on any atom ... 2.91 eV/Å
HOMO ... -8.863 eV
Calculated total energy ... -351.29746 Ha
Structure (SMILES) ... Cc1ccccc1.CC
E_LUMO ... 0.99 eV
Net charge ... 0

Element x y z (Å)
C1 1.80 -2.51 -2.24
C2 0.95 -3.29 -1.21
H1 1.14 -1.80 -2.72
H2 2.56 -1.91 -1.76
H3 2.26 -3.12 -2.99
H4 0.36 -2.67 -0.53
H5 1.58 -3.89 -0.57
H6 0.22 -3.86 -1.77
C3 0.22 0.45 -0.74
C4 -2.42 1.89 1.50
C5 -1.82 1.35 0.40
C6 -1.61 2.24 2.62
C7 -0.38 1.35 0.27
C8 -0.28 2.50 2.41
C9 0.35 2.00 1.26
H7 -3.49 1.91 1.60
H8 -2.39 0.80 -0.33
H9 -2.05 2.68 3.51
H10 0.40 2.95 3.12
H11 0.05 -0.60 -0.48
H12 1.30 0.51 -0.56
H13 1.35 2.31 0.94
H14 -0.13 0.69 -1.75

---

(12)
The following is a DFT calculation (wB97M-V/def2-TZVPD) of one molecule with the formula CH2ClNO in a non-equilibrium geometry.

Output
Strongest force on any atom ... 5.80 eV/Å
HOMO ... -9.952 eV
Calculated total energy ... -629.41443 Ha
Structure (SMILES) ... O=CNCl
E_LUMO ... 0.64 eV
Net charge ... 0

Element x y z (Å)
C1 -0.02 -0.45 0.80
N1 -0.40 0.46 -0.56
O1 0.33 -1.55 0.83
Cl1 0.36 -0.11 -2.08
H1 -0.38 0.30 1.42
H2 0.11 1.36 -0.40

---

Number 1 is which compound? C36H61F4NO18